# 1
C5H17N2O | ωB97M-V/def2-TZVPD

Geometry as XYZ:
```
25
C5H17N2O, DFT ωB97M-V/def2-TZVPD
N 1.286 0.265 -2.121
C 1.448 -1.087 -1.463
C 0.348 -1.235 -0.412
N -0.190 0.082 -0.076
C 0.200 2.224 1.085
C 0.447 0.716 1.129
C -0.023 0.055 2.421
H 0.302 0.367 -2.379
H 1.448 1.013 -1.449
H 1.905 0.353 -2.937
H 2.445 -1.083 -1.023
H 1.391 -1.801 -2.283
H 0.550 -1.849 0.466
H -0.491 -1.827 -0.803
H -1.176 -0.049 0.157
H 1.041 2.779 1.492
H -0.729 2.479 1.593
H 0.140 2.527 0.034
H 1.509 0.507 1.009
H 0.805 0.086 3.149
H -0.786 0.600 2.951
H -0.150 -1.014 2.317
H -4.322 -1.323 -1.599
H -3.854 -1.601 -0.219
O -3.545 -1.186 -1.038
```

Energy relative to the best compared isomer or geometry (same formula, charge and spin) ... 108.38 kJ/mol
Total charge ... +1
Multiplicity ... 1
Kohn-Sham gap ... 10.07 eV
LUMO level ... -3.21 eV
E ... -10481.8112 eV

Here are the Mulliken charges for atoms 1 to 2, given in e:
1. N -0.2676
2. C -0.7554

# 2
C33H42Cl4INO6S2 | ωB97M-V/def2-TZVPD

Geometry as XYZ:
```
89
C33H42Cl4INO6S2, DFT ωB97M-V/def2-TZVPD
C 4.333 -3.492 1.722
C 4.062 -4.798 0.960
O 3.294 -4.594 -0.223
C 1.951 -4.496 -0.019
C 1.202 -5.291 0.829
C -0.156 -5.144 0.960
C -0.839 -4.186 0.241
O -2.190 -3.986 0.327
C -0.105 -3.395 -0.628
C 1.262 -3.533 -0.745
C 1.964 -2.585 -1.699
O 2.870 -2.927 -2.426
C 1.395 -1.171 -1.680
C 2.171 -0.028 -1.717
I 4.290 -0.169 -1.809
C 1.529 1.196 -1.673
C 2.300 2.515 -1.658
C 2.012 3.220 -0.313
O 2.445 2.433 0.800
C 1.419 1.828 1.496
O 1.406 0.617 1.560
C 0.306 2.642 2.149
C -1.070 1.984 1.899
C 0.155 1.297 -1.606
C -0.641 0.165 -1.569
C -2.148 0.310 -1.504
C -2.870 0.135 -2.877
C -4.056 -0.843 -2.719
S -5.586 0.069 -2.249
C -6.667 -1.319 -1.788
S -7.226 -2.268 -2.972
N -7.011 -1.579 -0.433
C -7.660 -0.424 0.201
C -8.714 -0.847 1.272
C -5.786 -2.011 0.281
C -6.074 -2.954 1.467
C 0.020 -1.050 -1.588
C -0.761 -2.342 -1.500
O -1.802 -2.549 -2.085
H 3.413 -2.996 2.046
H 4.994 -2.835 1.150
H 4.909 -3.766 2.619
H 5.045 -5.149 0.619
H 3.682 -5.579 1.626
H 1.683 -6.058 1.429
H -0.735 -5.771 1.636
H -2.471 -4.012 1.248
H 3.375 2.336 -1.675
H 1.994 3.171 -2.479
H 0.943 3.469 -0.280
H 2.541 4.178 -0.261
H 0.279 3.662 1.753
H 0.457 2.655 3.233
H -1.806 2.301 2.646
H -1.012 0.893 1.935
H -1.478 2.284 0.926
H -0.332 2.268 -1.566
H -2.371 1.324 -1.150
H -2.551 -0.381 -0.756
H -2.205 -0.197 -3.675
H -3.322 1.100 -3.140
H -4.239 -1.434 -3.622
H -3.884 -1.561 -1.915
H -8.161 0.148 -0.588
H -6.927 0.237 0.695
H -8.900 -1.915 1.123
H -8.290 -0.713 2.272
H -9.621 -0.255 1.137
H -5.257 -1.113 0.640
H -5.163 -2.545 -0.443
H -6.052 -2.420 2.425
H -7.030 -3.473 1.372
H -5.268 -3.697 1.520
Cl 2.491 6.014 3.053
C 4.153 6.411 2.543
C 4.176 7.339 1.355
Cl 3.581 6.539 -0.121
H 4.671 5.478 2.331
H 4.640 6.889 3.392
H 5.199 7.656 1.154
H 3.570 8.226 1.526
Cl 5.749 3.142 -0.783
C 7.361 2.749 -1.424
C 8.311 2.307 -0.340
Cl 8.740 3.640 0.763
H 7.736 3.622 -1.953
H 7.227 1.943 -2.147
H 9.240 1.955 -0.787
H 7.889 1.501 0.255
```

Multiplicity ... 1
Kohn-Sham gap ... 7.71 eV
LUMO level ... -0.37 eV
SMILES string ... CCOc1ccc(O)c2c1C(=O)c1c(I)c(CCOC(=O)CC)cc(CCCSC(=S)N(CC)CC)c1C2=O.ClCCCl.ClCCCl
E ... -128536.8987 eV

Here are the Mulliken charges for atoms 1 to 2, given in e:
1. C -0.9486
2. C -0.3146

# 3
C8H10BF10O4Sn | ωB97M-V/def2-TZVPD

Geometry as XYZ:
```
34
C8H10BF10O4Sn, DFT ωB97M-V/def2-TZVPD
Sn -17.730 15.180 17.724
B -15.695 13.867 16.620
F -15.928 15.197 16.334
F -14.552 13.480 15.934
F -15.243 13.878 17.949
F -16.817 13.029 16.399
C -11.938 13.100 14.695
C -12.359 11.792 13.952
O -13.670 11.887 13.372
C -14.749 11.728 14.160
O -14.785 11.378 15.362
C -16.092 12.034 13.436
F -16.574 13.188 13.806
F -15.856 12.175 12.058
F -16.962 11.104 13.584
H -11.719 13.833 13.919
H -10.988 12.943 15.206
H -12.698 13.507 15.362
H -12.173 10.941 14.606
H -11.607 11.594 13.188
C -22.356 14.690 17.684
C -20.953 14.298 17.358
O -20.821 13.628 16.155
C -19.629 13.114 15.794
O -18.499 13.479 16.277
C -19.687 12.238 14.528
F -18.552 12.249 13.800
F -19.887 10.985 14.927
F -20.630 12.625 13.748
H -22.848 13.823 18.124
H -22.929 15.068 16.837
H -22.328 15.379 18.528
H -20.451 13.702 18.120
H -20.309 15.174 17.277
```

Energy relative to the best compared isomer or geometry (same formula, charge and spin) ... 442.70 kJ/mol
Total charge ... +1
Multiplicity ... 1
Kohn-Sham gap ... 5.84 eV
LUMO level ... -6.93 eV
E ... -50324.0199 eV

Here are the Mulliken charges for atoms 1 to 2, given in e:
1. Sn 1.3434
2. B 0.3494

# 4
C10H13NO4S | ωB97M-V/def2-TZVPD

Geometry as XYZ:
```
29
C10H13NO4S, DFT ωB97M-V/def2-TZVPD
C -4.889 -0.703 1.082
H -5.685 0.041 1.112
H -4.828 -1.220 2.040
H -5.071 -1.422 0.281
O -3.662 -0.023 0.853
C -2.890 -0.452 -0.157
O -3.188 -1.371 -0.877
C -1.664 0.389 -0.264
C -1.805 1.756 -0.028
C -0.726 2.606 -0.163
C 0.514 2.084 -0.486
C 0.670 0.718 -0.687
C -0.423 -0.155 -0.617
C -0.228 -1.603 -0.913
H 0.122 -2.116 -0.019
H 0.543 -1.718 -1.672
H -1.152 -2.059 -1.250
N 1.946 0.188 -0.978
S 2.830 -0.466 0.286
O 2.045 -1.443 0.968
O 4.089 -0.845 -0.276
C 3.101 0.923 1.424
H 2.135 1.310 1.720
H 3.702 1.672 0.926
H 3.628 0.524 2.281
H 2.548 0.811 -1.497
H 1.368 2.739 -0.593
H -0.844 3.667 -0.009
H -2.774 2.147 0.239
```

Energy relative to the best compared isomer or geometry (same formula, charge and spin) ... 52.13 kJ/mol
Multiplicity ... 1
Kohn-Sham gap ... 9.80 eV
LUMO level ... 0.46 eV
SMILES string ... COC(=O)c1cccc(NS(C)(=O)=O)c1C
E ... -31096.1332 eV

Here are the Mulliken charges for atoms 1 to 2, given in e:
1. C -0.7014
2. H 0.2362

# 5
C8H11N3 | ωB97M-V/def2-TZVPD

Geometry as XYZ:
```
22
C8H11N3, DFT ωB97M-V/def2-TZVPD
C -1.649 3.426 -1.637
C -0.144 0.018 0.003
C -0.475 -1.050 -0.823
C 0.065 -2.300 -0.519
C 0.801 -2.485 0.709
C 1.215 -3.882 1.190
C 1.107 -1.350 1.508
C 0.572 -0.136 1.221
H -1.706 2.519 -2.516
H -2.777 3.390 -0.950
H -1.490 4.533 -2.102
H 0.217 4.166 -0.734
H -1.199 -0.797 -1.619
H -0.346 -3.140 -1.131
H 2.129 -3.806 1.748
H 1.337 -4.495 0.254
H 0.474 -4.363 1.892
H 1.577 -1.591 2.486
H 0.724 0.661 1.872
N -0.479 3.474 -0.735
N -0.001 2.304 -0.121
N -0.648 1.291 -0.444
```

Energy relative to the best compared isomer or geometry (same formula, charge and spin) ... 269.48 kJ/mol
Multiplicity ... 1
Kohn-Sham gap ... 8.98 eV
LUMO level ... 0.82 eV
SMILES string ... CN/N=N/c1ccc(C)cc1
E ... -12941.2815 eV

Here are the Mulliken charges for atoms 1 to 2, given in e:
1. C -0.5693
2. C 0.0984

# 6
C4H6ClNO2 | ωB97M-V/def2-TZVPD

Geometry as XYZ:
```
14
C4H6ClNO2, DFT ωB97M-V/def2-TZVPD
C -2.287 0.422 0.320
C -0.838 0.434 -0.048
C -0.103 -0.805 0.366
C 3.121 -0.044 -0.454
H -2.458 0.244 1.395
H -2.762 1.370 0.050
H -0.364 1.306 0.428
H -0.717 0.595 -1.217
H -0.639 -1.602 0.792
H 3.545 0.854 -0.980
N 1.149 -1.018 0.270
O 1.773 0.108 -0.326
O 3.774 -0.980 -0.112
Cl -3.193 -0.884 -0.483
```

Energy relative to the best compared isomer or geometry (same formula, charge and spin) ... 232.85 kJ/mol
Multiplicity ... 1
Kohn-Sham gap ... 11.43 eV
LUMO level ... 0.72 eV
SMILES string ... O=CO/N=C\CCCl
E ... -22350.9935 eV

Here are the Mulliken charges for atoms 1 to 2, given in e:
1. C -0.6290
2. C -0.1855